Entry 1:
DFT (ωB97M-V/def2-TZVPD) results for a structure of composition C31H23F3N2S5TeW.

```
! wB97M-V def2-TZVPD RIJCOSX def2/J DEFGRID3
* xyz 2 1
W -0.28 -0.45 0.31
S 0.15 1.90 0.98
C -1.05 3.01 0.29
C -0.91 4.37 0.50
C -1.94 5.22 0.10
C -3.09 4.70 -0.47
C -3.23 3.33 -0.66
C -2.19 2.49 -0.29
S -2.30 0.75 -0.68
C -1.64 0.89 -2.38
C -1.28 -0.50 -2.78
C -1.37 -0.94 -4.08
C -1.20 -2.30 -4.33
C -1.06 -3.16 -3.27
C -0.98 -2.64 -1.98
C -1.01 -3.60 -0.83
S -1.11 -2.80 0.80
C 0.31 -3.56 1.54
C 0.18 -4.47 2.57
C 1.33 -5.09 3.05
C 2.56 -4.80 2.49
C 2.69 -3.86 1.47
C 1.55 -3.22 0.99
S 1.65 -1.97 -0.25
N -0.98 -1.32 -1.75
H -0.03 4.77 0.99
H -1.85 6.28 0.26
H -3.90 5.36 -0.75
H -4.13 2.92 -1.10
H -0.80 1.58 -2.35
H -2.41 1.31 -3.03
H -1.61 -0.25 -4.87
H -1.26 -2.68 -5.35
H -1.03 -4.23 -3.41
H -0.13 -4.25 -0.83
H -1.89 -4.23 -0.93
H -0.79 -4.71 2.98
H 1.26 -5.81 3.86
H 3.45 -5.29 2.86
H 3.66 -3.63 1.05
F -2.17 -1.36 5.24
C -1.30 -0.36 5.46
F -1.94 0.79 5.26
F -0.92 -0.42 6.73
C -0.12 -0.49 4.53
C 1.17 -0.68 4.99
C 2.22 -0.80 4.09
C 1.96 -0.73 2.74
N 0.71 -0.55 2.29
C -0.32 -0.42 3.15
S -1.80 -0.19 2.26
H 1.35 -0.75 6.05
H 3.24 -0.95 4.43
H 2.73 -0.83 1.99
Te 1.79 1.16 -0.61
C 1.69 2.44 -2.30
C 2.20 3.72 -2.14
C 2.28 4.56 -3.24
C 1.88 4.11 -4.49
C 1.41 2.82 -4.65
C 1.31 1.97 -3.55
H 2.54 4.07 -1.17
H 2.67 5.57 -3.12
H 1.96 4.77 -5.35
H 1.14 2.46 -5.63
H 0.99 0.95 -3.69
*
```

HOMO energy   -13.235 eV
Orbital gap   6.357 eV
Lowest unoccupied orbital energy   -6.9 eV
Energy above the lowest of the compared OMol25 structures with the same formula, charge and spin   0.205 eV

How is the electron density shared among the atoms? According to natural (NBO), the charges in e are:
1 W 0.19
2 S 0.27
3 C -0.28
4 C -0.17
5 C -0.17
6 C -0.15
7 C -0.21
8 C -0.10
9 S 0.49
10 C -0.56
11 C 0.22
12 C -0.24
13 C -0.09
14 C -0.23
15 C 0.28
16 C -0.58
17 S 0.51
18 C -0.17
19 C -0.21
20 C -0.20
21 C -0.16
22 C -0.22
23 C -0.21
24 S -0.08
25 N -0.50
26 H 0.24
27 H 0.25
28 H 0.25
29 H 0.25
30 H 0.26
31 H 0.27
32 H 0.25
33 H 0.25
34 H 0.25
35 H 0.28
36 H 0.27
37 H 0.24
38 H 0.24
39 H 0.24
40 H 0.24
41 F -0.31
42 C 0.98
43 F -0.31
44 F -0.30
45 C -0.20
46 C -0.07
47 C -0.25
48 C 0.08
49 N -0.53
50 C 0.11
51 S 0.04
52 H 0.26
53 H 0.25
54 H 0.23
55 Te 0.91
56 C -0.33
57 C -0.16
58 C -0.20
59 C -0.16
60 C -0.18
61 C -0.25
62 H 0.22
63 H 0.24
64 H 0.24
65 H 0.24
66 H 0.22

=====

Entry 2:
DFT (ωB97M-V/def2-TZVPD) results for a structure of composition C31H23FOPS3SbSe4Tc.

```
! wB97M-V def2-TZVPD RIJCOSX def2/J DEFGRID3
* xyz 1 1
Tc -0.28 0.58 -1.57
C 4.77 1.19 5.35
C 4.01 0.03 5.24
C 3.22 -0.17 4.12
C 3.20 0.78 3.10
C 3.97 1.93 3.21
C 4.75 2.14 4.34
P 2.13 0.51 1.63
C 2.42 -1.30 1.52
C 3.74 -1.59 1.16
C 4.16 -2.89 1.01
C 3.25 -3.93 1.17
C 1.94 -3.65 1.51
C 1.53 -2.34 1.71
C 0.48 0.75 2.40
C 0.35 1.64 3.47
C -0.89 2.04 3.93
C -2.05 1.55 3.36
C -1.96 0.67 2.30
C -0.71 0.32 1.81
H 5.36 1.35 6.23
H 4.02 -0.71 6.02
H 2.63 -1.08 4.04
H 3.97 2.67 2.42
H 5.34 3.04 4.43
H 4.43 -0.77 1.03
H 5.19 -3.10 0.77
H 3.57 -4.95 1.02
H 1.23 -4.46 1.65
H 0.52 -2.17 2.08
H 1.25 2.02 3.93
H -0.95 2.76 4.74
H -3.02 1.85 3.72
H -2.85 0.28 1.82
Se -4.20 -2.90 -0.92
Sb -1.87 -2.93 -1.35
Se -0.73 -0.77 0.24
Se -1.24 -0.96 -2.94
Se -0.30 -4.71 -1.31
F -1.62 1.67 -1.42
O 1.37 0.21 -1.77
C 2.48 0.12 -2.61
C 3.71 0.58 -1.87
C 3.77 1.67 -1.06
C 5.06 1.89 -0.53
C 5.95 0.96 -0.97
S 5.24 -0.20 -2.02
C 2.51 -1.32 -3.04
C 2.87 -2.39 -2.27
C 2.57 -3.63 -2.89
C 1.96 -3.48 -4.09
S 1.73 -1.83 -4.51
C 2.21 1.08 -3.75
C 2.72 1.14 -5.01
C 2.16 2.20 -5.77
C 1.24 2.92 -5.09
S 1.05 2.35 -3.48
H 2.93 2.32 -0.84
H 5.31 2.70 0.13
H 6.99 0.89 -0.73
H 3.34 -2.30 -1.31
H 2.78 -4.57 -2.43
H 1.63 -4.24 -4.77
H 3.46 0.45 -5.38
H 2.44 2.41 -6.78
H 0.67 3.77 -5.40
*
```

HOMO energy   -10.843 eV
Orbital gap   5.591 eV
Lowest unoccupied orbital energy   -5.3 eV
Energy above the lowest of the compared OMol25 structures with the same formula, charge and spin   2.210 eV

How is the electron density shared among the atoms? According to natural (NBO), the charges in e are:
1 Tc 0.90
2 C -0.18
3 C -0.21
4 C -0.22
5 C -0.25
6 C -0.24
7 C -0.21
8 P 0.82
9 C -0.32
10 C -0.23
11 C -0.20
12 C -0.23
13 C -0.14
14 C -0.25
15 C -0.36
16 C -0.13
17 C -0.18
18 C -0.20
19 C -0.20
20 C -0.23
21 H 0.22
22 H 0.22
23 H 0.22
24 H 0.21
25 H 0.22
26 H 0.23
27 H 0.23
28 H 0.22
29 H 0.22
30 H 0.21
31 H 0.23
32 H 0.23
33 H 0.23
34 H 0.24
35 Se -0.39
36 Sb 0.96
37 Se 0.32
38 Se 0.01
39 Se -0.41
40 F -0.40
41 O -0.48
42 C 0.10
43 C -0.25
44 C -0.22
45 C -0.26
46 C -0.40
47 S 0.49
48 C -0.16
49 C -0.26
50 C -0.23
51 C -0.39
52 S 0.47
53 C -0.18
54 C -0.23
55 C -0.21
56 C -0.38
57 S 0.40
58 H 0.23
59 H 0.24
60 H 0.25
61 H 0.26
62 H 0.24
63 H 0.25
64 H 0.25
65 H 0.25
66 H 0.26

=====

Entry 3:
DFT (ωB97M-V/def2-TZVPD) results for a structure of composition C31H23N11O4PbSe.

```
! wB97M-V def2-TZVPD RIJCOSX def2/J DEFGRID3
* xyz 2 1
Pb -1.04 -16.33 12.10
C -0.35 -15.20 15.31
N -1.66 -15.75 14.85
C -2.81 -14.86 14.83
C -2.66 -13.84 13.73
N -1.61 -13.61 12.94
C -1.97 -12.49 12.19
C -1.18 -11.77 11.28
C -1.73 -10.61 10.79
C -3.00 -10.12 11.18
C -3.72 -10.69 12.20
C -3.23 -11.97 12.62
N -3.64 -12.87 13.59
C 0.61 -16.28 15.03
N 0.94 -16.69 13.82
C 1.87 -17.76 13.95
C 2.57 -18.49 13.02
C 3.44 -19.47 13.48
C 3.41 -19.88 14.81
C 2.77 -19.12 15.79
C 2.01 -18.05 15.36
N 1.29 -16.99 16.00
H -0.43 -14.82 16.38
H -0.02 -14.39 14.68
H -1.82 -16.66 15.35
H -2.98 -14.25 15.73
H -3.74 -15.45 14.70
H -0.11 -12.07 11.08
H -1.18 -9.96 10.05
H -3.44 -9.34 10.51
H -4.66 -10.26 12.56
H -4.52 -12.86 14.09
H 2.35 -18.46 11.93
H 4.13 -19.91 12.77
H 3.93 -20.79 15.05
H 2.72 -19.39 16.80
H 1.20 -16.77 17.00
O -4.75 -16.95 8.17
C -5.60 -16.34 8.95
C -6.94 -16.09 8.57
C -7.83 -15.52 9.40
C -7.46 -15.26 10.71
C -6.10 -15.34 11.15
C -5.13 -15.91 10.27
C -3.69 -16.24 10.63
O -3.33 -15.95 11.89
O -2.89 -16.67 9.78
H -3.80 -16.92 8.77
H -7.17 -16.44 7.58
H -8.87 -15.37 9.14
H -8.23 -14.92 11.42
H -5.78 -14.98 12.12
O 2.14 -12.51 15.17
N 2.50 -13.22 14.18
C 2.50 -12.58 12.99
C 3.00 -13.14 11.86
N 3.47 -13.68 10.95
C 2.14 -11.23 13.11
N 1.62 -10.20 13.20
Se -0.56 -20.19 10.03
N 0.18 -19.68 8.54
C 0.71 -18.48 8.61
C 1.56 -17.76 7.67
C 1.90 -16.45 8.02
C 1.45 -15.89 9.28
N 0.73 -16.52 10.18
C 0.53 -17.86 9.97
N -0.12 -18.62 10.85
H 1.73 -18.20 6.70
H 2.60 -15.79 7.43
H 1.77 -14.86 9.51
*
```

HOMO energy (alpha / beta)   -13.117 / -13.118 eV
Orbital gap (alpha / beta)   4.352 / 6.008 eV
Lowest unoccupied orbital energy (alpha / beta)   -8.8 / -7.1 eV

How is the electron density shared among the atoms? According to Mulliken, the charges in e are:
1 Pb 1.27
2 C -0.09
3 N -0.10
4 C -1.35
5 C 0.45
6 N 0.05
7 C 0.46
8 C -0.53
9 C -0.65
10 C -0.44
11 C -0.93
12 C 0.24
13 N 0.02
14 C -0.42
15 N -0.02
16 C 0.53
17 C -0.29
18 C -0.72
19 C -0.47
20 C -1.03
21 C 0.32
22 N 0.04
23 H 0.46
24 H 0.04
25 H 0.29
26 H 0.46
27 H 0.40
28 H 0.40
29 H 0.34
30 H 0.36
31 H 0.38
32 H 0.26
33 H 0.27
34 H 0.42
35 H 0.42
36 H 0.47
37 H 0.25
38 O -0.54
39 C 0.45
40 C -0.46
41 C -0.49
42 C -0.52
43 C -0.20
44 C 0.22
45 C 1.02
46 O -0.58
47 O -0.77
48 H 0.37
49 H 0.49
50 H 0.41
51 H 0.40
52 H 0.47
53 O -0.25
54 N 0.16
55 C 0.56
56 C 0.14
57 N -0.49
58 C 0.26
59 N -0.38
60 Se 0.34
61 N -0.75
62 C 0.36
63 C -0.52
64 C -0.68
65 C -0.24
66 N 0.17
67 C 0.81
68 N -0.44
69 H 0.52
70 H 0.37
71 H 0.24